Entry one
ORCA calculation (ωB97M-V/def2-TZVPD) on one molecule with the formula C2HN3O3.

**Orbital gap (alpha / beta)**: 7.94 / 7.94 eV
**HOMO level (alpha / beta)**: -8.80 / -8.80 eV
**LUMO energy (alpha / beta)**: -0.03156 / -0.03153 Ha

CARTESIAN COORDINATES (ANGSTROEM)
1 O 2.94 -0.66 -0.38
2 C -1.18 0.86 0.06
3 O 0.08 1.08 0.60
4 N -2.06 -1.04 -0.90
5 H -1.56 1.83 -0.49
6 N -1.45 -0.26 -0.42
7 C 0.72 -0.18 0.41
8 N 2.10 -0.30 0.38
9 O 0.41 -1.33 0.74



Entry two
ORCA calculation (ωB97M-V/def2-TZVPD) on one molecule with the formula C2HN3O3.

**Orbital gap**: 9.22 eV
**HOMO level**: -11.37 eV
**LUMO energy**: -0.07887 Ha

CARTESIAN COORDINATES (ANGSTROEM)
1 O 1.28 -0.65 -1.73
2 N -1.94 0.49 1.11
3 N -0.55 1.00 0.88
4 O -0.60 -1.14 0.05
5 O 2.03 1.02 -0.13
6 C -1.81 -0.76 0.72
7 C 0.08 0.10 0.09
8 N 1.24 0.19 -0.75
9 H -2.55 -1.58 0.89



Which one sits at the bottom of the stability order? entry one does.



Entry one
ORCA calculation (ωB97M-V/def2-TZVPD) on a 13-piece molecular cluster, C26H78O13 overall.

**Orbital gap**: 10.02 eV
**HOMO level**: -9.94 eV
**LUMO energy**: 0.00277 Ha

CARTESIAN COORDINATES (ANGSTROEM)
1 H 5.10 7.67 1.81
2 H -5.10 3.14 -6.36
3 O -5.34 1.47 -7.57
4 H 0.63 -0.37 -0.95
5 H -6.94 3.07 -0.48
6 C -1.44 -5.28 -3.92
7 C -7.45 -4.75 -0.06
8 H -3.89 -1.52 6.70
9 H -1.02 -4.05 -2.40
10 H 2.08 3.52 7.89
11 H 6.62 -6.44 -1.49
12 H 3.10 -3.70 -7.40
13 O -8.97 3.01 1.28
14 H 7.21 6.15 2.13
15 H -0.70 0.39 1.65
16 H 7.46 6.10 0.46
17 O -1.65 -1.03 0.27
18 H 4.89 -3.97 -0.85
19 H 3.92 -2.41 -8.36
20 H 1.36 6.22 -4.33
21 O 2.34 -4.43 6.90
22 H 0.82 1.11 -0.01
23 C 0.50 0.07 0.04
24 H 5.45 7.54 0.06
25 H 7.29 1.90 4.34
26 H -2.22 -5.67 -3.26
27 H 3.45 -4.97 -2.36
28 C 7.83 1.18 3.72
29 C 3.48 -2.68 -7.40
30 H 7.52 7.71 1.37
31 H 1.24 -2.61 4.35
32 C 7.03 6.74 1.23
33 H 2.34 -2.43 6.61
34 H 1.16 -4.34 4.59
35 H -2.44 -0.92 0.80
36 H -3.55 2.22 -4.91
37 H -9.76 4.30 -0.15
38 C 1.38 3.91 7.15
39 C -9.04 3.48 -0.04
40 H -4.81 1.01 -5.12
41 H -5.93 0.11 3.50
42 H 2.73 3.63 5.39
43 H 1.56 2.35 5.65
44 C -8.60 -3.79 0.35
45 H 2.74 -3.45 4.40
46 H -3.69 2.71 -7.31
47 H 1.58 -1.78 -7.92
48 H -0.07 -6.94 -4.07
49 O -0.56 -4.65 -3.00
50 H 2.77 -0.69 -7.21
51 H -3.22 0.75 -5.91
52 H 2.26 3.51 -3.24
53 H -0.09 -5.85 -5.44
54 H 1.23 -0.46 0.66
55 H -4.27 0.57 5.34
56 H 1.03 3.90 5.05
57 H -7.67 4.20 -1.57
58 H 0.12 5.90 -2.25
59 H -5.83 2.08 -8.13
60 C 5.49 7.02 1.02
61 C -3.96 1.49 -5.61
62 H 0.78 5.66 7.88
63 H 3.96 5.97 0.44
64 H 0.76 -3.19 6.81
65 H 9.55 1.10 4.74
66 H 6.93 -4.81 -2.02
67 H -6.72 -4.68 0.75
68 O -5.22 -0.45 3.79
69 H 4.36 -5.69 -0.53
70 C -4.25 -1.58 5.67
71 C 4.92 -5.01 -1.17
72 O -7.96 -6.06 -0.24
73 H 6.88 -5.15 -0.34
74 O 4.73 5.86 1.00
75 O 1.03 5.60 -2.39
76 H -3.40 -1.82 5.03
77 H 4.08 -2.85 -5.58
78 H -7.16 -6.57 -0.11
79 H -1.86 -4.46 -4.50
80 C -0.73 -6.35 -4.71
81 C 2.43 4.41 -3.83
82 H 2.66 4.07 -4.84
83 H -7.23 4.70 0.05
84 H -1.41 1.01 0.20
85 O 4.38 -2.38 -6.36
86 H -9.22 -3.62 -0.53
87 H 0.42 3.57 7.53
88 H -4.95 -2.39 5.47
89 O 1.32 5.35 7.14
90 C 1.20 5.31 -3.75
91 H -1.42 -6.98 -5.27
92 H 6.13 0.75 2.50
93 H -9.80 3.19 1.72
94 H -7.01 -4.48 -1.02
95 H 7.34 -0.42 2.34
96 H -5.85 -0.12 5.68
97 H 1.85 -1.82 -6.20
98 C -4.54 2.30 -6.75
99 H 3.24 -4.43 6.56
100 C 6.38 -5.40 -1.28
101 H -9.25 -4.20 1.12
102 C 1.74 -3.45 4.83
103 C 6.86 0.20 3.10
104 C 1.75 -3.31 6.36
105 H 8.29 1.81 2.96
106 O 8.89 0.48 4.45
107 H 6.48 -0.44 3.90
108 H -9.36 2.69 -0.73
109 H 0.37 4.74 -4.17
110 O 4.39 -5.16 -2.43
111 H 3.33 4.93 -3.51
112 C 1.72 3.42 5.75
113 C -4.91 -0.29 5.17
114 C -0.90 0.14 0.61
115 C 2.36 -1.69 -7.16
116 C -7.66 3.88 -0.53
117 H -8.23 -2.88 0.83



Entry two
ORCA calculation (ωB97M-V/def2-TZVPD) on a 13-piece molecular cluster, C26H78O13 overall.

**Orbital gap**: 9.88 eV
**HOMO level**: -9.55 eV
**LUMO energy**: 0.01206 Ha

CARTESIAN COORDINATES (ANGSTROEM)
1 H -2.91 -1.69 -0.48
2 H 2.91 -2.50 -3.46
3 O -2.83 -3.82 4.89
4 C 0.07 -0.61 0.65
5 H 3.37 0.17 -2.61
6 H -2.65 -3.88 5.83
7 H -4.72 -0.85 1.11
8 H -2.95 -4.05 2.34
9 H 0.96 -0.64 1.29
10 O -0.96 0.15 -1.39
11 H 6.07 -0.90 1.29
12 C -2.74 1.61 3.75
13 H -0.58 0.67 -3.92
14 C -0.25 -3.02 -2.31
15 H -2.12 4.52 -0.45
16 H -1.21 -3.98 1.99
17 H -0.76 -3.58 4.46
18 H 1.05 -0.19 -1.19
19 O -3.16 1.07 -0.05
20 C 0.63 1.60 4.36
21 C -0.31 1.59 -4.44
22 H -1.06 -1.28 -2.51
23 H -0.80 -3.20 -1.38
24 H 0.38 1.30 -5.25
25 H -4.25 -2.51 1.48
26 C -1.54 2.28 -5.01
27 H 5.92 0.98 2.53
28 O -1.32 4.36 -2.34
29 O 5.14 0.80 1.99
30 H 0.49 -2.29 3.13
31 H -1.30 3.22 -5.51
32 C 3.88 2.88 -2.93
33 C -0.03 -4.29 -3.10
34 O 2.08 -1.84 4.44
35 C 1.49 -2.63 3.43
36 H 3.34 0.80 2.77
37 H 1.03 2.12 5.23
38 C -1.68 -4.05 4.09
39 H 4.01 -1.04 -5.30
40 H -3.51 1.72 4.53
41 C -2.00 -3.64 2.67
42 H 0.85 -4.66 3.23
43 C 1.32 -4.04 3.99
44 H 2.04 2.66 3.18
45 H -0.68 3.76 -2.78
46 H 4.98 -1.15 2.68
47 H 4.18 -1.96 0.45
48 H -1.98 3.60 3.90
49 H -3.88 -3.06 -0.88
50 H -1.59 2.79 2.39
51 H -3.33 2.53 -2.26
52 C 5.11 -0.63 1.73
53 H 0.91 4.22 -0.77
54 H 0.08 4.46 0.72
55 H -4.09 0.95 -2.53
56 C 2.76 -1.42 -3.55
57 H 2.33 -1.44 -5.64
58 H 5.30 1.34 -3.34
59 H 0.52 1.26 -0.37
60 O -3.19 0.72 2.71
61 H 3.00 -0.83 1.07
62 C -3.95 -2.02 -0.56
63 H 2.31 -0.96 4.07
64 C 0.23 0.23 -0.61
65 H 0.47 -5.01 -2.46
66 H 6.02 2.97 -3.25
67 H -2.26 2.46 -4.22
68 O -0.96 -2.07 -3.08
69 O 0.36 2.52 -3.59
70 H 5.61 2.16 -1.78
71 C -4.73 -1.87 0.73
72 H 3.81 3.88 -2.49
73 H 3.60 2.99 -3.98
74 H -1.68 0.63 -0.90
75 H -5.03 2.43 -2.46
76 H 0.70 -3.96 4.88
77 O 3.61 -0.77 -2.61
78 H -3.19 0.97 0.92
79 H -1.46 -5.13 4.12
80 O 2.93 1.99 -2.30
81 C 0.03 4.69 -0.35
82 H 1.09 2.08 -3.12
83 H -3.24 3.36 2.63
84 C -1.25 4.09 -0.95
85 O -6.10 -2.22 0.49
86 H 0.72 -2.64 -1.97
87 C 1.61 1.65 3.20
88 H -6.22 -3.15 0.72
89 H 3.02 2.07 -1.35
90 H 0.01 5.76 -0.53
91 C 5.28 2.30 -2.81
92 H -0.26 -1.64 0.48
93 H 2.27 -4.50 4.23
94 C -4.19 1.90 -2.01
95 H -3.53 -0.06 3.16
96 H -4.39 -1.45 -1.38
97 H -0.96 -4.75 -3.41
98 H -4.41 2.72 -0.03
99 H -0.26 2.17 4.07
100 H -1.31 3.00 -0.79
101 H -2.03 1.67 -5.77
102 H 0.63 -4.07 -3.94
103 C 4.02 -0.90 0.70
104 H -5.27 1.22 -0.30
105 C 2.98 -0.90 -4.95
106 H 4.22 -0.35 -0.21
107 H -2.05 -2.55 2.59
108 H -1.84 1.18 4.20
109 H 2.08 -2.62 2.50
110 H 1.70 -1.34 -3.28
111 H 2.86 0.19 -4.96
112 C -4.33 1.74 -0.51
113 H 0.34 0.59 4.65
114 O 2.60 0.65 3.38
115 C -2.37 2.93 3.13
116 H 1.08 1.55 2.24
117 H -0.78 -0.23 1.24



Entry three
ORCA calculation (ωB97M-V/def2-TZVPD) on a 13-piece molecular cluster, C26H78O13 overall.

**Orbital gap**: 9.97 eV
**HOMO level**: -9.43 eV
**LUMO energy**: 0.01954 Ha

CARTESIAN COORDINATES (ANGSTROEM)
1 H 6.05 0.57 0.51
2 H -3.68 -2.36 -0.36
3 H 3.93 -4.91 0.58
4 H -6.83 -1.94 2.17
5 C -4.70 -1.62 1.73
6 C -4.19 1.81 -0.26
7 H 1.56 2.50 4.64
8 H 4.22 -3.15 0.36
9 H 3.45 -3.79 1.81
10 H -1.67 -1.12 -5.11
11 H -0.29 0.12 -3.44
12 H 1.94 2.37 2.96
13 H 1.79 -2.82 0.11
14 C 4.21 3.28 -1.83
15 H 2.35 0.71 -3.50
16 C 1.41 2.99 3.68
17 H 2.96 2.44 -0.56
18 C 3.53 -3.91 0.73
19 H 0.46 1.30 -0.92
20 H 0.47 0.87 0.78
21 C -1.83 1.32 5.28
22 C -0.15 0.89 -0.12
23 H -1.37 -7.56 2.16
24 H 2.98 -0.73 -1.54
25 H -0.30 4.44 0.12
26 C 0.72 4.81 0.23
27 O -2.97 -2.98 -0.55
28 H 1.33 3.93 0.45
29 H -2.43 1.27 6.19
30 H -1.24 -0.51 -1.47
31 C -1.49 -3.75 -2.36
32 H 3.01 0.12 0.73
33 O -1.61 -0.75 0.61
34 H -1.88 2.39 5.07
35 H 1.75 5.08 3.10
36 H -1.64 -4.83 -2.35
37 H 5.42 4.07 -3.39
38 H -1.16 -3.57 -3.38
39 H 4.37 2.28 1.87
40 H 1.63 3.73 -2.04
41 C 4.40 3.70 -3.26
42 H 0.30 1.13 -4.77
43 H -0.67 -3.45 -1.70
44 H 2.23 5.65 -1.07
45 H 0.03 -6.57 1.59
46 O 0.96 4.41 -2.08
47 O -5.44 1.25 -0.21
48 H 3.18 -2.98 -2.34
49 H -0.33 2.26 3.12
50 H -2.47 -0.57 4.31
51 O 2.26 -4.15 -1.32
52 H -1.67 2.01 -3.72
53 C 2.16 -3.84 0.09
54 H -3.90 1.50 1.89
55 C -2.30 0.49 4.10
56 H -4.40 -2.65 1.95
57 O -1.24 -4.47 0.94
58 H -3.86 -0.99 2.02
59 H -3.32 0.84 3.93
60 H -3.54 -3.65 -2.41
61 H -2.88 -2.03 -2.43
62 C 2.90 -0.22 -3.65
63 C 5.08 0.13 0.25
64 C -0.94 -6.56 2.10
65 O 0.03 3.13 3.33
66 C 1.95 4.39 3.93
67 H -0.76 -6.10 3.07
68 C -1.83 -5.74 1.21
69 H -0.95 1.62 0.03
70 H 1.51 -4.50 0.67
71 H -4.28 2.73 -0.83
72 C -0.76 -0.44 -0.49
73 H 4.28 4.20 -1.25
74 C -3.74 2.28 1.15
75 H -6.34 -0.29 2.41
76 H -1.68 0.17 2.26
77 H -0.83 0.99 5.55
78 O -1.46 0.74 3.00
79 H 0.66 6.26 -1.40
80 H -3.45 1.16 -0.72
81 O 3.61 -2.20 -2.71
82 H 0.03 -1.18 -0.55
83 H -5.16 -0.46 0.26
84 H 3.95 -0.03 -3.89
85 C -2.77 -3.01 -1.97
86 H 3.03 4.44 4.08
87 C 2.73 -1.18 -2.50
88 H -2.85 -5.59 1.56
89 H -5.85 -1.52 3.57
90 H 5.20 -0.95 0.30
91 C 3.93 0.56 1.12
92 C -5.99 -1.32 2.50
93 H -0.83 -0.23 -6.40
94 C 1.18 5.36 -1.09
95 H -6.06 1.98 -0.10
96 H 4.98 2.57 -1.54
97 O 3.79 1.93 1.19
98 H 2.45 -0.67 -4.53
99 H 3.61 4.40 -3.53
100 O 2.94 2.61 -1.51
101 O -1.69 1.33 -4.39
102 H -2.00 -1.59 0.38
103 O -4.99 -1.41 0.34
104 H 1.74 -1.61 -2.37
105 H -2.69 2.56 1.17
106 H 2.50 -5.07 -1.42
107 C -0.55 0.56 -4.41
108 H 0.01 -1.38 -5.28
109 H 0.81 5.64 0.92
110 H -4.25 3.18 1.49
111 H -1.77 -3.95 0.33
112 C -0.75 -0.61 -5.38
113 H -1.87 -6.29 0.26
114 H 4.21 2.84 -3.90
115 H 4.03 0.10 2.10
116 H 4.93 0.46 -0.77
117 H 1.44 4.90 4.74



Entry four
ORCA calculation (ωB97M-V/def2-TZVPD) on a 13-piece molecular cluster, C26H78O13 overall.

**Orbital gap**: 10.32 eV
**HOMO level**: -10.12 eV
**LUMO energy**: 0.00716 Ha

CARTESIAN COORDINATES (ANGSTROEM)
1 H -7.59 4.21 -3.06
2 O -4.67 -4.88 -1.41
3 O -8.82 -0.74 6.43
4 H 2.00 1.27 1.17
5 H 5.82 5.25 -5.61
6 O 6.06 -4.72 7.06
7 C -0.04 -2.05 -6.54
8 O 10.17 0.91 0.68
9 H 4.08 5.12 -4.40
10 C -7.54 -1.17 6.05
11 H 5.54 -5.65 -2.01
12 O -2.34 -7.55 3.64
13 C 4.97 -6.04 -1.17
14 C 9.11 -0.04 -1.15
15 H -7.04 5.82 -1.33
16 H 1.21 6.34 1.77
17 C -7.11 -0.30 4.86
18 H 8.59 -0.36 0.97
19 C 8.94 0.41 0.29
20 H -9.13 -1.28 7.16
21 H -0.17 7.47 1.94
22 C -6.43 4.94 -1.53
23 H 0.30 -2.96 -7.05
24 H 8.19 1.21 0.30
25 H -1.96 3.29 8.21
26 H 10.69 0.27 1.17
27 C -2.16 -7.18 5.00
28 H -6.39 -4.09 -0.53
29 H -3.73 -5.63 4.66
30 H 0.32 3.89 7.57
31 O 0.59 0.11 -5.71
32 H 7.53 -5.49 5.88
33 H 0.05 -0.96 0.44
34 H -7.64 -2.22 5.80
35 H -2.13 -8.49 3.57
36 H -6.93 0.71 5.24
37 H 4.96 5.44 -8.00
38 H 3.97 6.21 -6.71
39 H 5.59 3.72 -6.36
40 H -6.87 -1.09 6.90
41 H -5.94 5.30 -8.69
42 H -5.66 5.36 -2.18
43 H 2.34 -0.40 1.46
44 O 4.22 4.32 -4.92
45 H 0.79 8.88 0.07
46 H -3.71 5.67 -7.47
47 H 2.95 -6.68 -1.67
48 O -0.22 1.03 -0.13
49 C -7.21 3.79 -2.13
50 H -2.09 -4.98 4.87
51 H -2.63 -7.94 5.63
52 C -3.84 4.89 -8.21
53 H -4.81 6.21 -9.75
54 C 0.33 0.04 0.75
55 H 9.83 -0.83 -1.34
56 H 3.22 -4.90 -1.94
57 H 5.99 -5.43 5.18
58 C 5.05 4.62 -6.06
59 C 1.80 0.27 0.79
60 H -6.11 -0.55 4.49
61 H -6.73 -4.51 -3.06
62 H 0.37 2.66 9.49
63 O 2.38 7.59 -0.21
64 H 5.10 -7.36 6.50
65 C 4.27 5.27 -7.17
66 H -5.44 -3.36 -3.32
67 H -0.40 -2.41 -5.58
68 H 0.08 0.92 -1.03
69 C -2.78 -5.76 5.18
70 O 0.48 2.14 8.69
71 H 5.34 -5.50 -0.29
72 C 3.45 -5.77 -1.33
73 C -6.24 -3.64 -2.63
74 H 3.36 4.78 -7.51
75 H 8.20 -0.52 -1.51
76 H -0.80 -1.53 -7.13
77 H -5.06 3.95 -0.53
78 H -0.06 0.14 1.77
79 H -5.20 -2.87 -0.86
80 H -2.92 4.84 -8.79
81 H 1.41 7.94 2.37
82 C -5.61 -3.81 -1.23
83 O -4.13 3.66 -7.58
84 H -6.92 -2.79 -2.59
85 H 6.55 -7.83 5.80
86 H 0.47 7.22 -0.52
87 C -4.97 5.29 -9.19
88 H 2.96 8.09 0.36
89 C 1.16 -1.06 -6.33
90 C 6.16 -7.11 6.51
91 H -3.31 3.32 -7.22
92 C 1.04 7.83 0.19
93 H 1.28 0.74 -5.52
94 H 1.61 -0.87 -7.30
95 H -1.81 1.62 7.53
96 C -1.47 2.66 7.46
97 H 9.28 0.79 -1.84
98 H 6.62 -7.49 7.43
99 H 5.10 -4.76 7.14
100 H -7.80 -0.32 4.02
101 H -1.74 2.92 6.44
102 H 6.19 -7.51 -1.03
103 H -6.56 2.95 -2.37
104 H -5.13 4.51 -9.93
105 H -3.07 -5.57 6.21
106 H -8.06 3.43 -1.56
107 H 3.07 -5.54 -0.33
108 O 5.23 -7.43 -1.05
109 C 6.49 -5.68 6.12
110 H 0.55 2.49 6.72
111 C 0.01 2.85 7.59
112 H 2.24 0.12 -0.19
113 H -1.11 -7.29 5.26
114 H -4.48 -5.20 -0.53
115 O -5.81 4.51 -0.32
116 H 2.00 -1.47 -5.77
117 C 0.87 7.37 1.62



Which one sits at the bottom of the stability order? entry four does.